Entry 1:
# C57H63N5O37PY

C57H63N5O37PY as an isolated structure (ωB97M-V/def2-TZVPD, the Open Molecules 2025 dataset).

Calculated values
Kohn-Sham gap in hartree: 0.2584
Total charge: 0
LUMO in eV: -1.454
E_tot in eV: -153672.1901

```
164
Properties=species:S:1:pos:R:3:forces:R:3
Y 1.34200 1.77796 -0.09603 0.7 1.0 0.5
P -0.01367 -0.47075 -0.11412 1.2 -1.2 -0.2
O 1.37227 -0.34018 0.59661 -0.1 -1.4 -0.1
O -0.73382 -1.84471 -0.11553 1.3 2.5 -0.7
O 0.35567 0.26142 -1.43696 -0.7 -1.2 -0.9
O -0.68633 0.68491 0.57340 -2.7 0.9 1.8
C -0.43527 3.80202 2.43495 0.9 -1.1 0.6
O 0.21211 3.37020 1.48156 -0.3 0.3 -0.3
N -1.27233 4.80701 2.44449 -1.6 1.9 2.2
C -1.82592 5.32129 3.75431 -0.6 -0.3 0.1
C -1.73889 5.47608 1.27424 -0.2 0.0 -1.3
H -0.38043 3.38652 3.45306 0.5 -0.4 -0.2
H -1.41137 4.94676 4.69025 1.0 -0.4 -0.6
H -2.86653 5.07385 3.96405 -0.4 -0.3 -1.0
H -1.81644 6.40645 3.85655 0.5 0.1 -0.6
H -1.52353 6.54442 1.25518 0.2 0.0 0.2
H -1.27482 4.99742 0.41190 0.1 0.1 0.1
H -2.81187 5.35256 1.12739 -0.1 -0.1 0.3
C 3.57312 2.51349 -2.86782 -0.8 -1.7 0.6
O 2.55017 2.06042 -2.26495 2.0 1.4 -0.9
N 4.56684 1.77919 -3.38598 -0.1 0.3 -0.8
C 4.64138 0.31201 -3.40876 -0.9 -0.3 -0.2
C 5.54418 2.46322 -4.29643 -0.1 0.3 0.8
H 3.80568 3.57032 -3.07090 -0.7 0.2 0.4
H 3.76526 -0.21378 -3.02922 -0.2 0.7 0.3
H 5.48099 -0.09546 -2.84562 0.2 0.3 -0.2
H 4.63653 0.00288 -4.45399 0.5 -0.1 0.0
H 5.15027 3.07454 -5.10835 -0.8 -0.5 -0.1
H 6.09187 3.22257 -3.73829 0.5 -0.4 0.3
H 6.19342 1.70564 -4.73533 0.0 0.2 0.3
C 2.29325 1.68712 3.38095 -0.5 1.2 -0.2
O 2.33362 1.93985 2.16808 -0.1 -0.6 0.8
N 2.51627 2.66301 4.28950 -0.6 -0.5 0.7
C 2.79580 2.43292 5.68759 0.1 -1.7 0.1
C 2.86945 3.96512 3.91885 2.0 1.6 -2.1
H 1.98532 0.73413 3.83833 0.2 0.0 -0.4
H 2.49774 3.25940 6.33273 0.2 0.0 -0.3
H 3.86413 2.21666 5.69198 0.2 0.3 0.9
H 2.29374 1.53187 6.03990 -0.2 0.0 0.0
H 3.54396 3.92227 3.06369 -0.8 -0.1 -1.1
H 2.05702 4.66318 3.71701 0.0 -0.1 0.1
H 3.66726 4.43512 4.49393 -0.7 -0.1 1.4
C 4.46881 0.35798 0.28318 0.3 -0.4 0.8
O 3.63601 1.24897 0.07333 0.9 0.0 -0.3
N 5.57982 0.49765 1.03905 -2.1 0.2 -0.5
C 6.44118 -0.66248 1.30765 0.0 0.5 -1.0
C 5.96651 1.79608 1.57042 1.3 -0.3 0.4
H 4.36023 -0.66778 -0.10184 -0.3 0.3 0.0
H 7.38482 -0.36166 0.85250 0.4 -0.7 0.3
H 6.02301 -1.53648 0.80828 0.1 0.1 -0.2
H 6.55204 -0.98935 2.34156 -0.2 0.7 0.2
H 6.77469 2.20144 0.96164 0.4 -0.2 0.0
H 5.29285 2.65107 1.62744 -0.9 -0.9 -0.1
H 6.35893 1.54326 2.55540 0.1 0.6 0.2
C -1.11515 3.59743 -1.79550 1.2 -0.6 -0.2
O -0.11409 3.06079 -1.29546 0.0 -0.1 0.5
N -0.95365 4.62680 -2.58930 -2.6 0.7 -1.6
C -2.18267 5.09507 -3.31155 1.7 0.3 -0.4
C 0.30902 5.18857 -3.02165 0.4 -0.3 1.3
H -2.13996 3.20996 -1.68669 0.3 0.1 0.3
H -3.08419 4.73072 -2.81900 0.1 0.1 -0.3
H -2.05046 4.79324 -4.35054 -0.6 -0.6 0.0
H -2.10161 6.17906 -3.39208 -0.5 0.1 0.6
H 0.12922 6.07085 -3.63595 0.1 -0.2 0.1
H 0.81228 5.42482 -2.08409 0.3 0.6 -0.1
H 0.99204 4.48153 -3.49247 -0.4 -0.2 -0.4
C -4.22859 -0.15512 0.21152 -1.2 -1.6 0.5
C -4.18458 1.17026 0.24848 3.2 0.8 -0.6
C -5.32801 2.07229 0.08461 -2.6 1.4 0.1
O -5.31167 3.31407 0.08523 0.6 -2.5 0.0
C -6.62672 1.31291 -0.01486 0.7 -0.4 0.0
C -6.64429 -0.03554 0.01826 -2.4 -2.5 0.1
C -5.47592 -0.93901 0.11938 3.5 -1.3 0.2
O -5.36353 -2.19628 0.14222 -2.0 3.5 -0.2
O -7.81954 -0.76076 0.01102 -0.4 2.2 -0.2
O -2.97945 1.78403 0.28887 -2.1 1.5 0.1
H -3.36950 -0.79200 0.36235 0.4 0.2 -0.1
H -7.56562 1.84536 -0.05182 0.1 0.1 0.0
H -7.77770 -1.71849 0.06196 1.1 -0.2 0.0
H -2.23665 1.17593 0.29702 1.2 -0.7 0.2
C 1.00786 -2.83025 3.11169 0.8 0.3 -0.6
C 2.33985 -2.75570 2.71326 -0.3 0.9 -1.2
C 3.40434 -3.78617 3.17228 -0.2 0.3 0.3
O 4.61226 -3.64442 2.98562 -1.7 0.0 0.0
C 2.81742 -4.93066 3.88204 -1.4 0.1 -0.4
C 1.46116 -5.06204 4.09664 0.3 -0.9 0.7
C 0.38209 -3.98050 3.83232 1.2 -0.1 -0.1
O -0.77459 -4.15989 4.20725 2.0 0.5 -0.7
O 0.98580 -6.19179 4.69039 1.2 0.6 -0.5
O 2.86676 -1.81386 1.82458 1.0 -3.2 3.2
H 0.35443 -2.03553 2.78327 -0.2 0.0 0.0
H 3.49812 -5.74892 4.06507 -0.1 -0.1 0.3
H 0.02781 -6.19008 4.75246 -0.5 0.5 -0.1
H 2.22072 -1.27071 1.36718 -1.6 0.9 -0.6
C 1.52140 0.65611 -7.01203 -0.7 -0.3 2.7
C 0.57049 1.61259 -6.91400 0.4 -0.2 -1.1
C -0.26033 2.00031 -5.70302 0.4 -0.6 1.1
O -1.11150 2.89512 -5.76798 1.3 -1.0 -0.2
C 0.04712 1.18640 -4.50731 -0.1 0.2 -0.6
C 0.96526 0.18265 -4.52225 1.0 -1.8 0.4
C 1.85970 -0.15430 -5.74063 -0.5 0.8 -2.6
O 2.72074 -1.01016 -5.79907 -0.8 0.7 1.0
O 1.17647 -0.70507 -3.51469 0.5 1.1 -3.5
O 0.27168 2.29771 -8.02795 0.1 0.2 -0.1
H 2.00152 0.43892 -7.95474 0.1 0.0 0.1
H -0.56224 1.30683 -3.62381 0.0 0.2 0.1
H 0.73139 -0.30535 -2.76386 -0.6 0.3 2.1
H -0.26026 3.04545 -7.74594 -0.6 0.4 0.0
C -2.66789 -0.18521 6.26217 0.6 -0.2 0.3
C -3.78456 -0.71402 5.72049 -0.5 0.5 3.1
C -4.05335 -0.82851 4.27863 1.0 0.5 -0.7
O -5.07366 -1.26136 3.78009 0.2 0.1 0.6
C -2.92381 -0.30147 3.52146 2.1 0.8 0.1
C -1.70068 0.11106 4.05851 -0.8 -0.3 -2.7
C -1.46583 0.23346 5.51395 0.5 0.0 0.8
O -0.39372 0.62352 6.00718 -2.1 -0.7 -0.9
O -0.63079 0.46473 3.27823 -1.0 -0.2 2.1
O -4.79331 -1.04917 6.61088 1.3 -0.1 -1.5
H -2.56444 -0.18327 7.33721 -0.2 0.1 0.1
H -3.08188 -0.27329 2.45347 0.3 -0.1 -0.1
H -0.81824 0.28211 2.35459 -0.1 0.2 -1.2
H -5.24964 -1.72003 6.09774 -1.0 -0.4 0.1
C 2.21755 -3.27222 -1.16616 0.5 0.7 0.7
C 1.61988 -4.23789 -0.40630 -1.6 1.1 -0.4
C 2.38423 -5.42023 0.03773 1.5 -2.0 1.3
O 2.13887 -6.26534 0.89871 -1.2 1.4 -0.8
C 3.68964 -5.53979 -0.57177 1.3 1.3 -2.3
C 4.20911 -4.57184 -1.36990 3.0 -1.4 0.3
C 3.65613 -3.25310 -1.58666 -2.8 0.9 -0.5
O 4.20208 -2.30872 -2.17791 -0.3 -1.7 1.2
O 5.46094 -4.78817 -1.91006 -0.7 -0.7 0.5
O 0.31443 -4.20232 -0.03537 2.0 -1.4 0.1
H 1.69290 -2.34733 -1.35520 -0.2 0.0 -0.2
H 4.28996 -6.43718 -0.54510 -0.3 -0.2 0.6
H 5.78736 -4.05723 -2.43994 -0.4 0.5 0.0
H -0.02706 -3.31220 -0.14796 -0.3 1.0 -0.2
C -2.63414 -0.33137 -2.60165 -0.5 0.6 -2.6
C -2.25067 -1.49732 -3.18844 0.3 -0.9 1.6
C -2.40206 -1.83416 -4.63986 1.1 -0.9 -3.3
O -2.00483 -2.87328 -5.23841 -1.4 3.1 2.7
C -2.93961 -0.68123 -5.45685 0.9 -1.4 0.1
C -3.30771 0.47487 -4.94906 -1.2 0.9 1.2
C -3.26084 0.78410 -3.46462 1.0 -1.1 2.3
O -3.64591 1.82409 -2.92859 0.1 -0.9 -1.4
O -3.85370 1.39597 -5.76081 0.0 0.3 -0.3
O -1.68724 -2.47536 -2.44660 -0.5 0.0 -2.1
H -2.44837 -0.20967 -1.54473 -0.2 0.3 -0.2
H -2.99126 -0.73263 -6.53440 -0.1 -0.6 -0.1
H -4.53169 1.88450 -5.28829 0.1 0.4 0.3
H -1.22504 -2.08997 -1.69863 0.1 0.1 1.1
C -3.06850 -4.39264 0.08884 0.5 0.5 -0.1
C -2.96159 -3.95462 1.35902 1.8 1.9 1.0
C -3.79453 -4.56641 2.46323 0.3 -0.7 -0.4
O -3.73604 -4.39432 3.66290 0.2 0.7 -0.7
C -4.69857 -5.56964 1.91183 -2.2 -0.7 0.9
C -4.86811 -5.96889 0.66555 -0.3 -0.5 -1.4
C -3.92174 -5.51787 -0.36574 1.5 -0.2 0.2
O -3.75758 -6.18084 -1.38270 -0.4 1.0 0.4
O -5.81870 -6.84647 0.23928 0.2 0.5 1.3
O -2.03435 -2.94356 1.77636 -3.0 -2.6 0.2
H -2.43717 -3.88989 -0.62882 0.0 -0.3 -0.4
H -5.46724 -5.97253 2.55468 0.2 0.0 0.7
H -5.66804 -7.04663 -0.68745 0.4 0.0 -0.4
H -1.53045 -2.64004 1.01770 0.2 0.3 -0.6
```
Positions in Å, forces in eV/Å.

---

Entry 2:
# C57H65BrN7OPPtSb2

C57H65BrN7OPPtSb2 as an isolated structure (ωB97M-V/def2-TZVPD, the Open Molecules 2025 dataset).

Calculated values
Kohn-Sham gap (spin up / spin down) in hartree: 0.2521 / 0.2523
Energy relative to the best compared isomer or geometry (same formula, charge and spin) in kJ/mol: 17.5
Total charge: 0
LUMO (spin up / spin down) in eV: -0.331 / -0.330
E_tot in eV: -168293.6496

```
135
Properties=species:S:1:pos:R:3:forces:R:3
Pt 0.49572 -0.59790 -0.28953 -0.3 -0.1 -1.1
Br 3.38296 -5.47262 -4.67287 0.0 0.0 0.0
C 4.54727 -4.74700 -3.36659 0.0 0.0 0.0
C 4.87900 -3.40057 -3.42585 0.0 0.0 0.0
C 5.69572 -2.85922 -2.45022 0.0 0.0 0.0
C 6.17893 -3.66299 -1.42094 0.1 0.0 0.1
C 5.89427 -5.01915 -1.41255 -0.1 0.0 0.0
C 5.05783 -5.56583 -2.37548 0.0 0.0 0.0
N 7.09841 -3.16636 -0.42757 0.0 -0.1 -0.2
N 6.87283 -2.12649 0.20822 -0.1 0.0 0.3
C 5.61175 -1.46525 0.12985 0.1 0.1 -0.1
C 5.64593 -0.10209 -0.07829 -0.1 0.0 -0.1
C 4.50152 0.64296 -0.38423 0.1 0.0 -0.1
C 3.26824 0.00698 -0.43821 -0.1 -0.1 -0.1
O 2.13858 0.54549 -0.76627 0.1 0.5 0.3
C 3.21669 -1.36361 -0.05930 0.1 -0.1 0.1
N 1.95238 -1.87077 0.03710 0.7 -0.1 0.3
C 1.77938 -3.10313 0.45812 0.0 -0.2 0.0
C 2.86488 -3.90466 0.84688 0.0 0.1 -0.1
C 4.13810 -3.41777 0.75191 0.1 0.0 0.0
C 4.35620 -2.11645 0.24614 0.0 -0.1 0.1
H 4.49328 -2.77903 -4.22179 0.0 0.0 0.0
H 5.95048 -1.80856 -2.48337 0.0 0.0 0.0
H 6.31207 -5.64293 -0.63250 0.0 0.0 0.0
H 4.80542 -6.61658 -2.35177 0.0 0.0 0.0
H 6.61451 0.38285 -0.05909 0.0 0.0 0.0
H 4.56103 1.70467 -0.58110 0.0 0.0 0.0
H 0.76279 -3.45987 0.51658 0.0 0.0 0.0
H 2.67331 -4.89667 1.22945 0.0 0.0 0.0
H 4.97704 -4.00851 1.09467 0.0 0.0 0.0
C -1.55755 3.99199 -0.44501 -0.1 0.1 0.0
C -0.42244 2.97660 -0.61928 0.0 -0.1 -0.1
C 0.94283 3.46131 -0.12957 -0.1 0.0 0.0
Sb 1.17210 3.55175 2.00699 0.0 0.2 0.0
C 3.18579 4.28908 1.95891 0.0 0.0 0.0
C 3.84102 4.51662 3.16875 0.0 0.0 0.0
C 5.15282 4.96726 3.19933 0.0 0.0 0.0
C 5.82794 5.21555 2.01278 0.0 0.0 0.0
C 5.18401 5.01391 0.80176 0.0 0.0 0.0
C 3.87237 4.55484 0.77685 0.0 0.0 0.0
C 1.68819 1.50284 2.38304 0.1 0.0 0.0
C 0.67830 0.54449 2.42503 -0.2 0.2 0.7
C 0.93348 -0.73720 2.90099 0.0 0.0 0.1
C 2.21285 -1.09588 3.29708 0.0 0.0 -0.1
C 3.24246 -0.16654 3.19649 0.0 -0.1 0.0
C 2.97869 1.12028 2.74739 0.1 0.0 0.0
Sb -3.22893 3.59342 0.88002 -0.2 0.0 0.0
C -3.42597 5.62400 1.52673 0.1 0.0 0.0
C -4.69220 6.20024 1.56540 0.0 0.0 0.0
C -4.86389 7.52510 1.94684 0.0 0.0 0.0
C -3.76521 8.29135 2.30130 0.0 0.0 0.0
C -2.49530 7.73153 2.26825 0.0 0.0 0.0
C -2.32883 6.41120 1.87757 0.0 0.0 0.0
C -2.44501 2.75969 2.69081 0.0 -0.1 0.0
C -2.63622 1.38645 2.85209 0.0 0.0 0.0
C -2.26798 0.74600 4.02782 -0.1 0.0 0.0
C -1.70845 1.47551 5.06485 0.0 0.0 0.0
C -1.53753 2.84590 4.92759 0.0 0.0 0.0
C -1.90856 3.48262 3.75277 -0.1 0.0 0.0
H -2.11797 4.09806 -1.37882 0.1 0.0 0.0
H -1.17464 4.98872 -0.22167 0.1 0.0 0.1
H -0.30669 2.76669 -1.68850 -0.1 -0.1 0.0
H -0.68121 2.01061 -0.16619 0.1 0.1 0.0
H 1.12070 4.47727 -0.49457 0.0 0.0 0.0
H 1.72396 2.80683 -0.51028 0.0 0.0 0.0
H 3.32525 4.33199 4.10556 0.0 0.0 0.0
H 5.64802 5.12594 4.14889 0.0 0.0 0.0
H 6.85257 5.56382 2.03285 0.0 0.0 0.0
H 5.70289 5.21286 -0.12768 0.0 0.0 0.0
H 3.39146 4.39775 -0.18059 0.0 0.0 0.0
H -0.35344 0.81984 2.22525 0.2 -0.1 -0.2
H 0.11789 -1.44929 2.95836 0.0 0.0 0.0
H 2.41162 -2.09578 3.66411 0.0 0.0 0.0
H 4.25153 -0.43562 3.48356 0.0 0.0 0.0
H 3.79732 1.82878 2.70191 0.0 0.0 0.0
H -5.56189 5.61152 1.29605 0.0 0.0 0.0
H -5.85571 7.95847 1.96129 0.0 0.0 0.0
H -3.89551 9.32383 2.59848 0.0 0.0 0.0
H -1.63246 8.32488 2.54369 0.0 0.0 0.0
H -1.32620 5.99596 1.84604 0.0 0.0 0.0
H -3.06646 0.80050 2.04519 0.0 0.0 0.0
H -2.41780 -0.32155 4.13261 0.0 0.0 0.0
H -1.41421 0.98016 5.98090 0.0 0.0 0.0
H -1.10939 3.42255 5.73796 0.0 0.0 0.0
H -1.78737 4.55444 3.67886 0.0 0.0 0.0
N -1.33887 -0.95512 -0.23534 -0.6 -0.1 -0.1
P -2.30454 -1.73153 -1.22427 0.0 0.2 0.2
N -3.32896 -2.80011 -0.44385 0.1 -0.1 0.1
C -4.12862 -2.23874 0.65441 0.0 0.1 0.0
C -3.43179 -2.34603 2.00617 0.0 0.0 0.0
C -3.04477 -3.79301 2.28858 0.0 0.0 0.0
C -2.15944 -4.29861 1.15591 -0.1 -0.1 0.0
C -2.89863 -4.17154 -0.17373 0.0 0.0 0.0
N -1.62830 -2.66365 -2.42481 0.0 -0.1 0.0
C -2.52245 -3.22521 -3.44305 0.0 0.0 0.0
C -2.10122 -4.62660 -3.88176 0.0 0.0 0.0
C -0.61266 -4.68678 -4.28675 0.0 0.0 0.0
C 0.05957 -3.33381 -4.08210 0.0 0.0 0.1
C -0.18719 -2.82928 -2.66811 0.0 0.0 0.0
N -3.37825 -0.65505 -1.88299 -0.1 0.0 0.0
C -4.78707 -0.89429 -2.17163 0.0 0.0 0.0
C -5.11578 -0.62967 -3.63789 0.0 0.0 0.0
C -4.66469 0.76724 -4.05438 0.0 0.0 0.0
C -3.19355 0.97974 -3.70904 0.0 0.0 0.0
C -2.94774 0.69447 -2.23319 0.1 0.0 -0.1
H -5.08417 -2.77777 0.68044 0.0 0.0 0.0
H -4.34358 -1.19423 0.42764 0.0 0.0 0.0
H -4.08125 -1.95101 2.79091 0.0 0.0 0.0
H -2.53029 -1.72670 1.96114 0.0 0.0 0.1
H -3.94817 -4.41342 2.32759 0.0 0.0 0.1
H -2.54997 -3.88379 3.25727 0.0 0.0 0.0
H -1.86402 -5.33881 1.31493 0.0 0.0 0.0
H -1.25455 -3.68687 1.10784 0.1 0.0 0.0
H -3.79350 -4.80634 -0.15040 0.0 0.0 0.0
H -2.27472 -4.50998 -0.99723 0.0 0.0 0.0
H -2.55759 -2.56476 -4.31758 0.0 0.0 0.0
H -3.53258 -3.26330 -3.03510 0.0 0.0 0.0
H -2.74189 -4.91780 -4.71657 0.0 0.0 0.0
H -2.30311 -5.33469 -3.07600 0.0 0.0 0.0
H -0.50527 -5.01402 -5.32231 0.0 0.0 0.0
H -0.08902 -5.42250 -3.67142 0.0 0.0 0.0
H -0.31771 -2.60509 -4.80407 0.0 0.0 0.0
H 1.13628 -3.41594 -4.23825 0.0 0.0 0.0
H 0.33223 -1.88551 -2.50698 0.0 0.0 0.0
H 0.24125 -3.55451 -1.96036 0.0 0.0 0.0
H -5.39131 -0.21642 -1.55055 0.0 0.0 0.0
H -5.04535 -1.91352 -1.89060 0.0 0.0 0.0
H -6.19273 -0.74233 -3.78478 0.0 0.0 0.0
H -4.61907 -1.37761 -4.26171 0.0 0.0 0.0
H -5.26587 1.51261 -3.52226 0.0 0.0 0.0
H -4.83596 0.91931 -5.12193 0.0 0.0 0.0
H -2.89242 2.00538 -3.93709 0.0 0.0 0.0
H -2.56757 0.30949 -4.30739 0.0 0.0 0.0
H -3.51417 1.41356 -1.62697 0.0 0.0 0.1
H -1.89659 0.80606 -1.97865 0.0 0.0 0.0
```
Positions in Å, forces in eV/Å.

---

| no. | molar mass (g/mol) |
| --- | --- |
| 1 | 1530.01 |
| 2 | 1413.67 |